{"formula": "C2H3NO2S", "method": "ωB97M-V/def2-TZVPD", "species": ["C", "C", "S", "N", "O", "O", "H", "H", "H"], "positions_angstrom": [[-0.36, -1.10, -0.10], [0.13, 0.29, 0.58], [-0.12, 0.60, 2.13], [0.53, 1.26, -0.47], [0.40, 0.94, -1.62], [1.06, 2.23, -0.05], [-0.67, -1.81, 0.63], [-1.40, -0.94, -0.42], [0.43, -1.48, -0.68]], "lowdin_charge": [-0.08, -0.68, 0.84, -0.44, 0.10, 0.07, 0.05, 0.09, 0.06], "orbital_gap_ev": 7.951, "charge": 0, "smiles": "CC(=S)[N+](=O)[O-]"}

=====

{"formula": "C2H3BrOS", "method": "ωB97M-V/def2-TZVPD", "species": ["C", "O", "C", "S", "Br", "H", "H", "H"], "positions_angstrom": [[0.98, -0.07, 0.50], [-0.10, -0.78, -0.16], [-1.15, -0.19, -0.63], [-2.40, -0.82, -1.47], [-1.13, 1.71, -0.08], [1.29, 0.39, -0.43], [1.78, -0.85, 0.89], [0.75, 0.61, 1.38]], "lowdin_charge": [-0.13, -0.23, -1.25, 0.66, 0.68, 0.07, 0.13, 0.07], "orbital_gap_ev": 9.291, "charge": 0, "smiles": "COC(=S)Br"}

=====

{"formula": "C19H18N10O", "method": "ωB97M-V/def2-TZVPD", "species": ["N", "C", "C", "C", "C", "C", "N", "C", "N", "C", "C", "N", "N", "C", "O", "C", "C", "N", "C", "C", "C", "C", "N", "N", "N", "C", "C", "N", "C", "C", "H", "H", "H", "H", "H", "H", "H", "H", "H", "H", "H", "H", "H", "H", "H", "H", "H", "H"], "positions_angstrom": [[1.63, -6.10, -2.48], [2.29, -5.16, -2.28], [3.16, -3.99, -2.06], [2.71, -3.13, -0.82], [1.30, -2.58, -1.07], [0.88, -1.72, 0.12], [1.76, -0.59, 0.28], [1.24, 0.56, 0.79], [2.05, 1.43, 1.32], [1.50, 2.46, 1.99], [2.29, 3.56, 2.28], [1.75, 4.68, 2.90], [0.49, 4.81, 3.13], [-0.42, 3.81, 2.81], [-1.60, 4.02, 3.04], [0.08, 2.42, 2.48], [-0.70, 1.72, 1.40], [-2.06, 1.99, 1.25], [-3.02, 1.54, 0.32], [-4.39, 1.63, 0.68], [-5.39, 1.22, -0.21], [-5.05, 0.68, -1.46], [-5.81, 0.13, -2.45], [-5.03, -0.18, -3.43], [-3.75, 0.16, -3.09], [-3.70, 0.68, -1.81], [-2.70, 1.08, -0.96], [-0.13, 0.75, 0.74], [3.20, -0.88, 0.42], [3.72, -1.92, -0.59], [3.13, -3.38, -2.96], [4.17, -4.30, -1.91], [2.74, -3.77, 0.06], [1.28, -1.94, -1.98], [0.57, -3.38, -1.20], [-0.12, -1.41, -0.15], [0.84, -2.29, 1.06], [3.31, 3.52, 1.93], [0.04, 1.79, 3.38], [-2.37, 2.70, 1.91], [-4.75, 2.04, 1.62], [-6.42, 1.18, 0.08], [-2.88, 0.05, -3.68], [-1.68, 0.99, -1.30], [3.43, -1.25, 1.42], [3.81, -0.01, 0.27], [3.86, -1.36, -1.53], [4.72, -2.25, -0.24]], "lowdin_charge": [0.14, -0.22, -0.15, -0.30, -0.15, -0.16, -0.03, -0.33, 0.16, -0.22, -0.07, 0.04, 0.06, -0.40, 0.08, -0.06, -0.21, 0.15, -0.20, -0.01, 0.00, -0.26, 0.06, 0.01, 0.04, -0.21, 0.04, 0.18, -0.14, -0.12, 0.12, 0.11, 0.14, 0.14, 0.12, 0.11, 0.14, 0.11, 0.20, 0.11, 0.11, 0.11, 0.18, 0.10, 0.13, 0.11, 0.12, 0.12], "orbital_gap_ev": 6.950, "charge": 0, "smiles": "N#CCC1CCN(C2=NC3=CN=NC(=O)[C@H]3C(Nc3ccc4nn[nH]c4c3)=N2)CC1"}

=====

{"formula": "C32H55NP2ReSi", "method": "ωB97M-V/def2-TZVPD", "species": ["Re", "C", "C", "C", "C", "C", "C", "H", "H", "H", "C", "H", "H", "H", "C", "H", "H", "H", "C", "H", "H", "H", "C", "H", "H", "H", "C", "C", "C", "C", "C", "C", "C", "C", "H", "H", "H", "H", "H", "H", "H", "H", "H", "H", "H", "H", "P", "C", "C", "P", "C", "C", "C", "H", "H", "H", "H", "H", "H", "H", "H", "H", "H", "H", "H", "H", "H", "C", "Si", "C", "C", "N", "C", "C", "C", "C", "C", "C", "H", "H", "H", "H", "H", "H", "H", "H", "H", "H", "H", "H", "H", "H"], "positions_angstrom": [[-0.57, 0.18, -0.57], [-0.56, 1.34, 1.12], [-1.52, 0.24, 1.23], [0.61, -0.65, 0.93], [0.74, 0.77, 0.93], [-0.76, -0.99, 1.12], [-0.74, 2.77, 1.50], [-1.78, 3.11, 1.44], [-0.12, 3.43, 0.87], [-0.42, 2.92, 2.54], [2.04, 1.44, 1.23], [2.01, 2.51, 1.04], [2.85, 1.02, 0.63], [2.30, 1.28, 2.28], [1.78, -1.52, 1.24], [2.13, -1.34, 2.27], [2.63, -1.32, 0.57], [1.56, -2.59, 1.14], [-1.19, -2.35, 1.56], [-0.98, -2.49, 2.64], [-0.64, -3.13, 1.02], [-2.26, -2.49, 1.42], [-2.87, 0.31, 1.88], [-2.75, -0.06, 2.91], [-3.60, -0.34, 1.37], [-3.23, 1.35, 1.94], [-2.35, 1.74, -4.35], [-3.08, 2.46, -3.43], [-4.60, 2.39, -3.38], [-5.17, 0.96, -3.29], [-4.22, -0.06, -2.76], [-3.54, -0.91, -3.60], [-3.14, -0.59, -5.03], [-3.00, 0.91, -5.39], [-4.99, 2.84, -4.31], [-5.56, 0.68, -4.28], [-4.99, 3.03, -2.56], [-3.99, 1.31, -5.69], [-1.26, 1.91, -4.46], [-2.79, 3.51, -3.17], [-2.41, 1.00, -6.30], [-2.21, -1.14, -5.29], [-3.60, -2.00, -3.47], [-3.92, -1.00, -5.69], [-6.08, 0.98, -2.67], [-4.33, -0.31, -1.69], [-1.35, 2.28, -1.87], [-0.38, 3.48, -2.80], [-2.88, 2.33, -0.94], [-1.53, -1.71, -2.10], [-1.22, 0.15, -2.57], [-2.95, -2.32, -1.11], [-0.94, -2.73, -3.44], [0.50, 3.03, -3.29], [-0.04, 4.26, -2.09], [-0.97, 3.97, -3.57], [-3.59, 1.59, -1.32], [-3.29, 3.34, -1.06], [-2.75, 2.14, 0.11], [-1.61, -2.62, -4.30], [-0.91, -3.80, -3.15], [0.08, -2.45, -3.74], [-0.51, 0.25, -3.39], [-2.25, 0.46, -2.70], [-2.64, -3.07, -0.37], [-3.67, -2.79, -1.77], [-3.42, -1.49, -0.57], [2.44, 2.48, -1.60], [2.83, 0.78, -2.33], [2.63, 0.94, -4.18], [4.56, 0.44, -1.70], [1.77, -0.56, -1.88], [2.09, -1.85, -2.04], [3.19, -2.29, -2.85], [3.65, -3.59, -2.77], [3.01, -4.55, -1.98], [1.85, -4.19, -1.27], [1.37, -2.88, -1.35], [3.21, 2.78, -0.88], [1.46, 2.56, -1.10], [2.46, 3.22, -2.40], [3.20, 1.82, -4.51], [3.00, 0.06, -4.72], [1.58, 1.09, -4.47], [4.68, 0.74, -0.65], [4.86, -0.61, -1.78], [5.27, 1.04, -2.29], [3.69, -1.56, -3.50], [4.53, -3.87, -3.35], [3.37, -5.57, -1.91], [1.32, -4.91, -0.66], [0.45, -2.62, -0.83]], "mulliken_spin": [0.64, -0.03, 0.23, 0.04, 0.11, -0.05, -0.03, 0.00, 0.00, 0.00, -0.01, 0.00, 0.00, 0.00, 0.03, 0.00, -0.01, 0.00, 0.02, 0.00, 0.00, 0.00, 0.01, 0.00, 0.00, 0.00, 0.17, -0.02, 0.04, -0.02, 0.11, 0.01, 0.02, 0.01, 0.00, 0.00, 0.00, 0.01, 0.00, 0.02, -0.01, 0.00, 0.00, 0.00, 0.00, -0.03, 0.50, -0.01, 0.20, 0.00, 0.14, 0.06, 0.02, 0.01, 0.02, 0.00, -0.06, -0.01, -0.06, 0.00, 0.01, 0.00, 0.00, -0.11, 0.01, 0.00, -0.03, 0.00, -0.01, 0.03, 0.02, 0.50, 0.06, 0.15, -0.06, 0.23, -0.08, 0.12, 0.00, 0.01, 0.00, 0.00, 0.00, -0.01, 0.00, -0.01, 0.00, 0.00, 0.00, 0.00, 0.00, 0.07], "multiplicity": 4, "s2": 3.823, "orbital_gap_ev": [6.537, 5.843], "charge": 2}

=====

{"formula": "C5H12NO6PS", "method": "ωB97M-V/def2-TZVPD", "species": ["C", "C", "C", "C", "C", "N", "O", "O", "O", "O", "O", "O", "P", "S", "H", "H", "H", "H", "H", "H", "H", "H", "H", "H", "H", "H"], "positions_angstrom": [[-1.44, 1.98, 0.69], [0.01, 2.02, 0.16], [0.75, 0.70, 0.10], [0.98, -0.18, 1.33], [1.93, -1.23, 1.13], [2.04, -2.12, 2.03], [2.34, -1.09, -1.55], [3.84, 0.41, -0.25], [-2.20, -3.51, 0.62], [4.24, -2.11, -0.11], [-2.12, -1.42, -1.14], [-1.32, -3.92, -1.68], [3.28, -0.95, -0.17], [-1.30, -3.03, -0.50], [-1.61, 2.00, 1.77], [-1.87, 1.09, 0.41], [-1.96, 2.80, 0.33], [0.45, 2.64, 0.91], [-0.15, 2.42, -0.76], [0.21, 0.10, -0.64], [1.78, 0.73, -0.42], [-0.06, -0.53, 1.64], [1.33, 0.45, 2.14], [-1.27, -0.93, -1.27], [2.02, -1.98, -1.50], [2.78, -2.75, 1.94]], "lowdin_charge": [-0.10, -0.23, -0.24, -0.21, -0.42, 0.12, -0.20, -0.36, -0.58, -0.40, -0.44, -0.56, 0.28, 0.65, 0.07, 0.03, 0.03, 0.09, 0.07, 0.08, 0.08, 0.14, 0.11, -0.05, 0.03, 0.00], "orbital_gap_ev": 7.388, "charge": -2}

=====

{"formula": "CH15NO5", "method": "ωB97M-V/def2-TZVPD", "species": ["C", "N", "H", "H", "H", "H", "H", "O", "H", "H", "O", "H", "H", "O", "H", "H", "O", "H", "H", "O", "H", "H"], "positions_angstrom": [[-0.88, 3.66, 0.72], [-0.94, 2.17, 0.58], [-1.26, 3.97, 1.72], [-1.33, 4.28, -0.07], [0.23, 3.63, 0.63], [-0.28, 1.82, 1.29], [-1.85, 1.84, 0.89], [-0.24, -1.41, -3.91], [-0.18, -0.87, -3.10], [0.40, -2.08, -3.63], [0.52, -1.25, 2.78], [0.23, -2.17, 2.75], [0.21, -0.84, 1.97], [-1.08, -2.08, 0.02], [-1.23, -1.59, -0.81], [-0.15, -2.33, -0.07], [-0.77, 0.31, -1.54], [-0.85, 0.90, -0.75], [-1.01, 1.02, -2.15], [3.25, -0.99, 1.34], [2.99, -0.95, 2.28], [2.48, -0.41, 1.08]], "lowdin_charge": [-0.14, -0.10, 0.08, 0.07, 0.08, 0.08, 0.07, -0.07, -0.01, 0.03, -0.05, 0.05, 0.01, -0.07, 0.01, 0.03, -0.10, -0.01, 0.06, -0.09, 0.02, 0.04], "orbital_gap_ev": 10.999, "charge": 0, "smiles": "CN.O.O.O.O.O"}

=====

{"formula": "C5H10O", "method": "ωB97M-V/def2-TZVPD", "species": ["C", "C", "C", "O", "C", "C", "H", "H", "H", "H", "H", "H", "H", "H", "H", "H"], "positions_angstrom": [[-2.16, -0.73, -0.26], [-1.83, 0.56, 0.21], [-0.33, 0.72, 0.40], [0.38, 1.87, -0.28], [0.49, -0.40, 0.10], [2.00, -0.45, 0.03], [-1.29, -1.32, -0.50], [-3.25, -0.92, -0.35], [-2.36, 1.45, 0.63], [-0.26, 1.13, 1.49], [0.45, 1.59, -1.39], [0.51, -1.33, 0.61], [0.19, -0.88, -0.84], [2.52, -1.21, -0.49], [2.56, -0.61, 1.10], [2.39, 0.51, -0.47]], "lowdin_charge": [0.04, -0.07, -0.42, -0.15, -0.33, -0.12, 0.03, 0.06, 0.11, 0.18, 0.21, 0.11, 0.11, 0.04, 0.13, 0.09], "orbital_gap_ev": 10.608, "charge": 0, "smiles": "C=C[C@H](O)CC"}

=====

no.,E (hartree),largest force on an atom (Eh/bohr)
1,-681.277416,0.0904
2,-3125.390006,0.0495
3,-1357.554916,0.0450
4,-2356.686810,0.2285
5,-1443.546951,0.0932
6,-478.011355,0.0477
7,-271.601477,0.1182